[1]
{"formula": "C3H3N3O3", "method": "ωB97M-V with the def2-TZVPD basis set", "energy_ev": -13766.1774, "e_homo_ev": -10.3, "homo_lumo_gap_ev": 10.332, "e_above_lowest_kcal_mol": 172.48, "smiles": "O=C=N/N=C\\[C@H]1ON1O", "symbols": ["O", "C", "N", "N", "C", "C", "O", "N", "O", "H", "H", "H"], "coordinates": [[4.10006, 1.50458, 0.35269], [3.52191, 0.49766, 0.14192], [3.20755, -0.61110, -0.05370], [2.33089, -1.54987, -0.33625], [1.06997, -1.26466, -0.26742], [0.59111, 0.07627, 0.11348], [0.82030, 1.10022, -0.86709], [-0.48563, 0.51919, -0.73472], [-1.36706, 1.37613, 0.03313], [0.37752, -1.99403, -0.58275], [0.33448, 0.35622, 1.18669], [-2.21899, 1.26755, -0.46891]], "mulliken_charge": [-0.46, 0.57, 0.24, -0.65, -0.12, 0.15, -0.31, -0.14, -0.43, 0.43, 0.37, 0.37]}


[2]
{"formula": "C15H27FNP", "method": "ωB97M-V with the def2-TZVPD basis set", "energy_ev": -29488.3613, "e_homo_ev": -8.1, "homo_lumo_gap_ev": 8.984, "e_above_lowest_kcal_mol": 0.00, "smiles": "CCC[C@@H](C)[PH](N)(CCF)Cc1cccc(C)c1", "symbols": ["C", "C", "C", "C", "C", "P", "N", "C", "C", "F", "C", "C", "C", "C", "C", "C", "C", "C", "H", "H", "H", "H", "H", "H", "H", "H", "H", "H", "H", "H", "H", "H", "H", "H", "H", "H", "H", "H", "H", "H", "H", "H", "H", "H", "H"], "coordinates": [[-2.93845, -4.13078, 0.71507], [-3.45275, -2.79974, 0.16773], [-2.33422, -1.91288, -0.42269], [-2.22947, -0.52434, 0.20543], [-1.91574, -0.56541, 1.71532], [-1.10603, 0.68141, -0.80660], [-0.22609, 1.71663, -1.98108], [-1.51030, 2.08663, 0.34958], [-0.36262, 2.51055, 1.26663], [0.17213, 3.73571, 0.83832], [0.37949, -0.41141, -0.56338], [1.76963, 0.11190, -0.80878], [2.32533, 0.12786, -2.08879], [3.61207, 0.59711, -2.28238], [4.36809, 1.05010, -1.20744], [3.84522, 1.03044, 0.07972], [4.65205, 1.48894, 1.26642], [2.54659, 0.55216, 0.25385], [-2.28225, -3.96511, 1.57448], [-3.75260, -4.78660, 1.02446], [-2.34693, -4.65492, -0.04079], [-3.95364, -2.25325, 0.97062], [-4.19477, -3.00830, -0.60502], [-1.38328, -2.44629, -0.33778], [-2.52100, -1.78594, -1.49652], [-3.22683, -0.07490, 0.08528], [-1.98485, -1.57834, 2.11939], [-2.61021, 0.05237, 2.28883], [-0.90795, -0.21082, 1.95010], [-1.97447, 0.41619, -1.90148], [-0.89674, 2.22020, -2.55227], [0.41449, 2.40054, -1.58654], [-1.72973, 2.95169, -0.27891], [-2.40548, 1.87444, 0.93290], [-0.70776, 2.64217, 2.29422], [0.47112, 1.80965, 1.26437], [0.17470, -1.24168, -1.24308], [0.34386, -0.83153, 0.44222], [1.73286, -0.20155, -2.93364], [4.03095, 0.61083, -3.28099], [5.37435, 1.41789, -1.37068], [4.86235, 0.64769, 1.93212], [5.61205, 1.89847, 0.95082], [4.11760, 2.24981, 1.83595], [2.14923, 0.50240, 1.26502]], "mulliken_charge": [-1.28, -0.61, -0.73, -0.12, -1.47, 0.69, -0.75, -0.98, 0.10, -0.37, -1.18, 0.14, -0.30, -0.85, -0.69, 0.26, -1.34, 0.03, 0.27, 0.41, 0.32, 0.33, 0.40, 0.32, 0.43, 0.54, 0.33, 0.30, 0.39, -0.05, 0.30, 0.22, 0.53, 0.50, 0.34, -0.21, 0.50, 0.70, 0.40, 0.38, 0.35, 0.32, 0.36, 0.30, 0.48]}